Record 1
{
  "formula": "C42H93O24P3S6",
  "method": "the ωB97M-V functional and the def2-TZVPD basis",
  "symbols": ["C", "C", "C", "S", "O", "O", "C", "H", "H", "H", "H", "H", "H", "H", "H", "C", "C", "C", "S", "O", "O", "C", "H", "H", "H", "H", "H", "H", "H", "H", "C", "C", "C", "S", "O", "O", "C", "H", "H", "H", "H", "H", "H", "H", "H", "C", "C", "C", "S", "O", "O", "C", "H", "H", "H", "H", "H", "H", "H", "H", "C", "C", "C", "S", "O", "O", "C", "H", "H", "H", "H", "H", "H", "H", "H", "C", "C", "C", "S", "O", "O", "C", "H", "H", "H", "H", "H", "H", "H", "H", "C", "C", "O", "P", "O", "O", "C", "C", "O", "C", "C", "H", "H", "H", "H", "H", "H", "H", "H", "H", "H", "H", "H", "H", "H", "H", "C", "C", "O", "P", "O", "O", "C", "C", "O", "C", "C", "H", "H", "H", "H", "H", "H", "H", "H", "H", "H", "H", "H", "H", "H", "H", "C", "C", "O", "P", "O", "O", "C", "C", "O", "C", "C", "H", "H", "H", "H", "H", "H", "H", "H", "H", "H", "H", "H", "H", "H", "H"],
  "coordinates": [[1.18, -6.18, -1.65], [0.25, -5.56, -0.58], [0.55, -6.56, 0.68], [2.25, -7.12, 0.59], [2.21, -8.57, 0.41], [3.02, -6.44, 1.61], [2.57, -6.28, -1.02], [1.27, -5.41, -2.41], [1.03, -7.11, -2.20], [-0.70, -5.33, -1.05], [0.71, -4.62, -0.29], [-0.01, -7.44, 0.38], [0.28, -6.37, 1.72], [3.31, -6.97, -1.42], [2.90, -5.30, -0.69], [6.45, 0.40, -0.24], [7.30, -0.28, -1.36], [8.62, 0.55, -1.40], [9.09, 1.05, 0.29], [9.26, 2.50, 0.25], [10.12, 0.09, 0.73], [7.43, 0.46, 0.92], [5.63, -0.29, -0.05], [6.20, 1.45, -0.35], [6.72, 0.00, -2.23], [7.27, -1.37, -1.22], [8.32, 1.57, -1.64], [9.45, 0.32, -2.07], [7.14, 0.71, 1.95], [7.89, -0.50, 1.17], [-1.50, 6.66, 0.45], [-0.18, 6.39, 1.24], [0.87, 6.03, 0.37], [0.73, 7.34, -0.86], [1.18, 6.89, -2.22], [1.19, 8.59, -0.29], [-1.13, 7.36, -0.86], [-2.11, 7.19, 1.18], [-2.13, 5.79, 0.31], [-0.29, 5.74, 2.10], [-0.22, 7.24, 1.92], [0.65, 5.13, -0.22], [1.93, 6.05, 0.64], [-1.43, 6.80, -1.75], [-1.47, 8.37, -1.05], [1.39, 0.75, 4.81], [0.28, 0.85, 5.82], [-0.49, -0.57, 5.92], [0.79, -1.89, 5.44], [0.39, -2.34, 4.18], [1.02, -2.80, 6.59], [2.20, -0.60, 5.21], [1.86, 1.73, 4.73], [0.96, 0.61, 3.82], [-0.37, 1.71, 5.66], [0.77, 0.90, 6.79], [-1.21, -0.60, 5.10], [-0.87, -0.82, 6.91], [2.69, -1.04, 4.35], [2.70, -0.45, 6.17], [4.80, 5.97, -5.59], [4.87, 6.12, -7.08], [3.59, 5.34, -7.55], [2.27, 5.77, -6.39], [1.66, 4.59, -5.73], [1.40, 6.84, -6.80], [3.51, 6.45, -5.13], [5.61, 6.56, -5.14], [5.08, 4.97, -5.27], [5.84, 5.97, -7.54], [4.53, 7.12, -7.37], [3.70, 4.27, -7.38], [3.17, 5.53, -8.53], [3.17, 6.39, -4.10], [3.45, 7.52, -5.33], [5.89, -5.29, 4.02], [6.32, -4.20, 5.04], [6.75, -2.89, 4.42], [5.88, -2.87, 2.72], [6.93, -2.66, 1.71], [4.74, -1.94, 2.87], [5.18, -4.60, 2.94], [5.23, -5.98, 4.55], [6.76, -5.87, 3.72], [7.01, -4.75, 5.67], [5.43, -3.95, 5.61], [7.79, -2.67, 4.18], [6.26, -2.02, 4.86], [5.51, -5.18, 2.09], [4.13, -4.69, 3.23], [-9.83, 4.30, -0.32], [-8.72, 3.29, -0.47], [-8.00, 3.36, 0.78], [-6.80, 2.38, 1.15], [-6.08, 2.58, 2.49], [-7.54, 0.88, 0.99], [-8.30, 0.43, 2.14], [-9.88, 0.70, 2.08], [-5.90, 2.46, -0.25], [-4.82, 1.58, -0.48], [-3.42, 2.17, 0.06], [-10.50, 4.42, -1.17], [-10.51, 4.23, 0.53], [-9.37, 5.29, -0.39], [-9.00, 2.31, -0.86], [-8.09, 3.80, -1.20], [-8.11, -0.63, 2.33], [-7.88, 0.69, 3.11], [-10.17, 1.64, 1.61], [-10.38, -0.13, 1.57], [-10.29, 0.78, 3.08], [-5.01, 0.63, 0.03], [-4.64, 1.43, -1.54], [-3.16, 3.15, -0.35], [-3.60, 2.40, 1.11], [-2.63, 1.42, -0.02], [-0.88, -0.93, -3.03], [-0.43, -0.01, -1.79], [0.74, 0.57, -2.10], [2.11, -0.26, -2.11], [2.17, -1.54, -2.91], [3.09, 0.87, -2.72], [2.55, 2.01, -3.29], [2.24, 3.08, -2.16], [2.58, -0.28, -0.50], [2.67, -1.54, 0.24], [1.56, -1.59, 1.36], [-0.61, -0.68, -4.05], [-0.44, -1.91, -2.85], [-1.96, -1.10, -2.96], [-1.11, 0.84, -1.80], [-0.32, -0.60, -0.88], [3.17, 2.52, -4.04], [1.59, 1.84, -3.78], [2.94, 2.95, -1.33], [2.26, 4.15, -2.40], [1.28, 3.04, -1.65], [2.80, -2.50, -0.26], [3.49, -1.16, 0.85], [0.60, -1.92, 0.95], [1.76, -2.35, 2.11], [1.52, -0.63, 1.86], [-2.13, -3.13, 1.01], [-3.21, -4.02, 1.55], [-4.10, -4.48, 0.50], [-5.06, -3.40, -0.23], [-4.42, -2.08, -0.37], [-5.45, -4.08, -1.64], [-4.49, -4.43, -2.59], [-5.00, -5.66, -3.26], [-6.51, -3.43, 0.59], [-7.52, -2.55, 0.19], [-8.94, -3.03, 0.46], [-1.47, -3.48, 0.22], [-2.59, -2.17, 0.75], [-1.58, -2.97, 1.94], [-2.88, -4.90, 2.09], [-3.75, -3.38, 2.25], [-4.19, -3.68, -3.32], [-3.67, -4.74, -1.94], [-4.81, -5.52, -4.32], [-4.45, -6.57, -3.03], [-6.07, -5.88, -3.19], [-7.35, -1.57, 0.64], [-7.41, -2.30, -0.86], [-9.25, -4.05, 0.24], [-9.21, -2.94, 1.52], [-9.58, -2.26, 0.04]],
  "smiles": "CCOP(=O)(OCC)OCC.CCOP(=O)(OCC)OCC.CCOP(=O)(OCC)OCC.O=S1(=O)CCCC1.O=S1(=O)CCCC1.O=S1(=O)CCCC1.O=S1(=O)CCCC1.O=S1(=O)CCCC1.O=S1(=O)CCCC1",
  "multiplicity": 1,
  "orbital_gap_ev": 9.67,
  "fmax_ha_per_bohr": 0.1298,
  "e_tot_ev": -187077.192,
  "relative_energy_ev": 6.417
}

***

Record 2
{
  "formula": "C42H95N5O7",
  "method": "the ωB97M-V functional and the def2-TZVPD basis",
  "symbols": ["C", "C", "C", "O", "C", "N", "H", "H", "H", "H", "H", "H", "H", "H", "H", "H", "H", "C", "C", "C", "C", "C", "C", "N", "O", "C", "C", "C", "H", "H", "H", "H", "H", "H", "H", "H", "H", "H", "H", "H", "H", "H", "H", "H", "H", "H", "H", "C", "C", "C", "C", "C", "C", "N", "O", "C", "C", "C", "H", "H", "H", "H", "H", "H", "H", "H", "H", "H", "H", "H", "H", "H", "H", "H", "H", "H", "H", "C", "C", "C", "C", "C", "C", "N", "O", "C", "C", "C", "H", "H", "H", "H", "H", "H", "H", "H", "H", "H", "H", "H", "H", "H", "H", "H", "H", "H", "H", "C", "C", "C", "C", "C", "C", "N", "O", "C", "C", "C", "H", "H", "H", "H", "H", "H", "H", "H", "H", "H", "H", "H", "H", "H", "H", "H", "H", "H", "H", "C", "O", "H", "H", "H", "H", "C", "O", "H", "H", "H", "H"],
  "coordinates": [[-3.39, 12.08, 14.91], [-3.02, 11.19, 16.06], [-3.14, 9.70, 15.82], [-4.44, 9.37, 15.43], [-4.60, 8.03, 14.98], [-1.63, 11.45, 16.53], [-3.01, 13.08, 15.14], [-4.46, 12.03, 14.68], [-2.86, 11.66, 14.05], [-3.66, 11.48, 16.89], [-2.89, 9.29, 16.82], [-2.38, 9.38, 15.07], [-4.00, 7.87, 14.07], [-5.68, 7.92, 14.75], [-4.36, 7.28, 15.79], [-1.54, 12.43, 16.79], [-0.97, 11.23, 15.78], [-0.28, 17.28, 22.55], [-1.45, 18.16, 23.13], [-1.99, 19.19, 22.14], [-2.77, 18.55, 21.01], [-3.99, 17.86, 21.64], [-3.60, 16.74, 22.57], [-2.60, 17.31, 23.57], [-2.12, 16.29, 24.51], [-4.84, 16.36, 23.45], [-3.03, 15.56, 21.77], [-0.94, 18.93, 24.34], [0.62, 17.84, 22.28], [-0.63, 16.65, 21.73], [0.01, 16.56, 23.31], [-2.68, 19.89, 22.66], [-1.16, 19.79, 21.78], [-2.07, 17.86, 20.53], [-3.03, 19.28, 20.22], [-4.61, 17.37, 20.89], [-4.60, 18.59, 22.18], [-5.01, 17.22, 24.09], [-5.66, 16.23, 22.73], [-4.67, 15.43, 24.03], [-2.43, 15.85, 20.87], [-2.35, 14.91, 22.35], [-3.80, 14.88, 21.40], [-0.35, 18.41, 25.08], [-1.77, 19.48, 24.86], [-0.29, 19.74, 23.98], [-2.55, 16.57, 25.33], [0.61, 16.98, 15.07], [0.62, 16.57, 13.52], [1.99, 16.74, 12.95], [2.98, 15.66, 13.38], [2.35, 14.29, 13.14], [0.90, 14.03, 13.65], [0.11, 15.19, 13.31], [-1.27, 15.08, 13.67], [0.36, 12.83, 12.89], [0.85, 13.72, 15.16], [-0.36, 17.50, 12.81], [-0.39, 16.68, 15.43], [0.75, 18.06, 15.10], [1.35, 16.41, 15.61], [1.89, 16.77, 11.87], [2.37, 17.74, 13.21], [3.10, 15.80, 14.46], [3.95, 15.82, 12.92], [2.98, 13.46, 13.52], [2.25, 14.17, 12.07], [0.22, 13.04, 11.81], [0.95, 11.92, 13.00], [-0.62, 12.55, 13.24], [1.43, 14.38, 15.80], [-0.14, 13.64, 15.62], [1.25, 12.72, 15.37], [0.01, 18.51, 12.90], [-1.34, 17.50, 13.32], [-0.43, 17.31, 11.74], [-1.26, 14.60, 14.52], [-1.07, 10.43, 22.05], [-0.96, 11.69, 21.09], [-0.23, 12.88, 21.72], [1.31, 12.70, 21.85], [1.89, 12.42, 20.48], [1.32, 11.17, 19.80], [-0.21, 11.42, 19.79], [-0.84, 10.39, 19.01], [1.80, 11.25, 18.35], [1.70, 9.80, 20.45], [-2.42, 12.09, 20.68], [-0.51, 10.48, 22.98], [-0.80, 9.51, 21.53], [-2.11, 10.26, 22.33], [-0.33, 13.79, 21.11], [-0.64, 13.15, 22.70], [1.36, 11.82, 22.47], [1.80, 13.51, 22.39], [2.98, 12.32, 20.55], [1.68, 13.28, 19.82], [1.47, 12.18, 17.87], [2.89, 11.14, 18.32], [1.34, 10.42, 17.79], [1.15, 8.94, 20.05], [2.76, 9.56, 20.26], [1.56, 9.77, 21.53], [-2.35, 12.92, 19.97], [-3.03, 12.45, 21.56], [-2.93, 11.27, 20.14], [-1.02, 10.78, 18.09], [-5.45, 17.63, 17.52], [-4.70, 16.34, 17.11], [-5.57, 15.08, 17.36], [-6.80, 14.88, 16.45], [-6.37, 14.94, 14.97], [-5.54, 16.20, 14.62], [-4.43, 16.27, 15.64], [-3.43, 17.22, 15.25], [-4.83, 15.91, 13.27], [-6.38, 17.44, 14.58], [-3.39, 16.17, 17.88], [-5.07, 18.46, 16.91], [-6.52, 17.56, 17.28], [-5.22, 17.89, 18.55], [-4.90, 14.21, 17.37], [-6.05, 15.10, 18.36], [-7.30, 13.95, 16.73], [-7.46, 15.73, 16.67], [-7.22, 14.91, 14.29], [-5.73, 14.06, 14.81], [-4.27, 14.98, 13.26], [-4.20, 16.77, 13.04], [-5.57, 15.87, 12.45], [-7.14, 17.41, 15.36], [-6.92, 17.57, 13.63], [-5.76, 18.32, 14.76], [-3.65, 16.02, 18.92], [-2.80, 15.39, 17.42], [-2.79, 17.07, 17.81], [-2.82, 16.65, 14.78], [-0.73, 19.28, 17.68], [0.40, 18.51, 18.02], [-1.46, 19.41, 18.49], [-0.39, 20.32, 17.41], [-1.19, 18.77, 16.84], [0.84, 18.87, 18.79], [-0.18, 14.88, 18.45], [-0.67, 13.59, 18.14], [0.89, 14.79, 18.66], [-0.33, 15.57, 17.61], [-0.61, 15.30, 19.37], [-0.49, 12.94, 18.85]],
  "smiles": "CC1(C)CCCC(C)(C)N1O.CC1(C)CCCC(C)(C)N1O.CC1(C)CCCC(C)(C)N1O.CC1(C)CCCC(C)(C)N1O.COC[C@H](C)N.CO.CO",
  "multiplicity": 1,
  "orbital_gap_ev": 8.71,
  "fmax_ha_per_bohr": 0.0469,
  "e_tot_ev": -66872.530,
  "relative_energy_ev": 0.606
}